Formula: C39H48BN6PPdS3
Source: OMol25
Level of theory: ωB97M-V/def2-TZVPD

Structure (ORCA input):
```
! RIJCOSX wB97M-V def2-TZVPD def2/J DEFGRID3
* xyz -2 1
Pd 0.8171 -0.1220 -0.2538
C 1.5295 -2.3009 -4.8175
C 0.3391 -2.0482 -3.8949
C 0.2398 -3.1220 -2.8040
C -0.9475 -2.1153 -4.7262
N 0.4431 -0.6933 -3.3016
C -0.0235 0.4390 -3.9678
C 0.6230 1.5022 -3.4687
N 1.5142 1.0819 -2.5061
B 2.4588 2.1047 -1.8215
N 1.6803 3.4176 -1.3889
C 2.4848 4.5106 -1.1391
C 1.8169 5.3785 -0.3699
N 0.5623 4.8277 -0.1197
C 0.4650 3.6209 -0.7867
S -0.9001 2.6574 -0.9577
C -0.2350 5.3746 1.0092
C -1.4431 4.5332 1.4077
C -0.7110 6.7721 0.6042
C 0.6874 5.4554 2.2321
N 3.2493 1.5295 -0.6434
C 4.5581 1.1296 -0.7885
C 4.8733 0.2872 0.2046
N 3.7403 0.1287 0.9975
C 2.7200 0.9408 0.5073
S 1.5833 1.7435 1.5651
C 3.7068 -0.8858 2.0596
C 4.2427 -2.2017 1.4823
C 2.3056 -1.1667 2.5940
C 4.5960 -0.3955 3.2082
C 1.4194 -0.2979 -2.3889
S 2.6488 -1.3504 -1.7644
H 1.4415 -3.2950 -5.2657
H 2.4621 -2.2419 -4.2575
H 1.5441 -1.5541 -5.6165
H -0.1620 -4.0385 -3.2471
H -0.4327 -2.7818 -2.0187
H 1.2075 -3.3241 -2.3525
H -1.0718 -3.1422 -5.0746
H -0.9128 -1.4677 -5.6036
H -1.8107 -1.8500 -4.1156
H -0.8787 0.4228 -4.6166
H 0.4487 2.5484 -3.6455
H 3.3018 2.4971 -2.6203
H 3.4863 4.5581 -1.5285
H 2.1216 6.3294 0.0258
H -2.1790 4.4608 0.6120
H -1.8892 5.0281 2.2768
H -1.1594 3.5173 1.6776
H -1.3330 6.7074 -0.2898
H 0.1260 7.4413 0.3957
H -1.3028 7.2091 1.4125
H 1.1417 4.4789 2.4124
H 0.1017 5.7482 3.1061
H 1.4868 6.1863 2.0989
H 5.1373 1.4301 -1.6432
H 5.7881 -0.2462 0.3835
H 3.6362 -2.4947 0.6240
H 4.1820 -2.9785 2.2483
H 5.2829 -2.1237 1.1616
H 1.6061 -1.3936 1.7833
H 1.9070 -0.3241 3.1513
H 2.3802 -2.0400 3.2500
H 5.6254 -0.2419 2.8759
H 4.6018 -1.1254 4.0229
H 4.2075 0.5528 3.5827
C -5.6385 -4.5849 -1.4571
C -6.1502 -3.3318 -1.7602
C -5.3122 -2.2222 -1.8036
C -3.9488 -2.3414 -1.5533
C -3.4468 -3.6127 -1.2584
C -4.2781 -4.7202 -1.2009
P -2.6865 -0.9834 -1.5712
C -3.7276 0.4030 -2.1932
C -3.9002 1.5919 -1.4896
C -4.5832 2.6622 -2.0557
C -5.1224 2.5593 -3.3288
C -4.9623 1.3770 -4.0438
C -4.2620 0.3199 -3.4838
C -2.4961 -0.6687 0.2077
C -3.6559 -0.5423 0.9924
C -3.5665 -0.3172 2.3502
C -2.2902 -0.2308 2.9147
C -1.1636 -0.3566 2.1215
C -1.1855 -0.5767 0.7180
H -6.2919 -5.4488 -1.4201
H -7.2093 -3.2109 -1.9589
H -5.7303 -1.2486 -2.0376
H -2.3856 -3.7235 -1.0609
H -3.8626 -5.6922 -0.9628
H -3.4717 1.6925 -0.5008
H -4.6743 3.5857 -1.4972
H -5.6515 3.3966 -3.7693
H -5.3689 1.2857 -5.0449
H -4.1256 -0.5907 -4.0596
H -4.6387 -0.6095 0.5287
H -4.4604 -0.2055 2.9550
H -2.1807 -0.0525 3.9817
H -0.2013 -0.2470 2.6071
*
```

## Properties
Lowest unoccupied orbital energy = 4.441 eV
Energy above the lowest of the compared OMol25 structures with the same formula, charge and spin = 0.6955 eV
Gap between HOMO and LUMO = 4.488 eV